Record 1
A cluster of 2 separate species, C3H10BN in total in a non-equilibrium geometry, computed with the ωB97M-V functional and the def2-TZVPD basis.

Geometry as ORCA input:
```
! RIJCOSX wB97M-V def2-TZVPD def2/J DEFGRID3
* xyz 0 1
H 2.44814 0.67666 -0.71082
C 1.79556 0.16900 -1.46152
H -0.36321 0.21406 1.10805
H -0.52457 -1.04470 -2.48244
B -0.56355 -0.73316 -1.35571
H -3.09659 0.49266 2.16702
H 0.77178 1.57585 0.59843
H -1.89039 -0.79786 2.78710
N 0.48299 -0.02304 -0.86453
H 1.46219 0.07818 0.84438
C -2.48184 -0.33966 1.99318
H 2.18368 -0.81234 -1.81460
C 0.48335 0.54313 0.51891
H 1.88954 0.93272 -2.34935
H -2.59708 -0.93149 1.02191
*
```

The frontier orbital gap (spin up / spin down) is 9.03 / 7.41 eV. For the HOMO energy (spin up / spin down), the calculation gives -8.83 / -7.29 eV.

***

Record 2
The molecule C7H10, computed with the ωB97M-V functional and the def2-TZVPD basis.

Geometry as ORCA input:
```
! RIJCOSX wB97M-V def2-TZVPD def2/J DEFGRID3
* xyz 0 1
H 0.50185 -1.46363 -1.31998
H -1.60802 -2.09052 -0.67374
H 0.44732 1.75177 -1.21812
C 0.31509 0.92285 -0.52768
H -1.32361 2.05512 0.39485
C 1.59409 0.09253 -0.09789
C -1.59857 -1.33189 0.10917
H -0.89242 -1.63424 0.88151
H -2.60295 -1.29633 0.55402
C -1.27550 0.02827 -0.42334
H 3.53404 -0.27446 0.64593
C 2.64367 0.33741 0.69769
H -1.80585 0.33076 -1.31752
H 2.62870 1.16301 1.39477
C -0.82363 1.09513 0.47224
C 0.87913 -0.49165 -1.06826
H -0.61334 0.80585 1.49636
*
```

The frontier orbital gap is 7.39 eV. For the HOMO energy, the calculation gives -6.51 eV.

***

Record 3
The molecule C6H4O in a non-equilibrium geometry, computed with the ωB97M-V functional and the def2-TZVPD basis.

Geometry as ORCA input:
```
! RIJCOSX wB97M-V def2-TZVPD def2/J DEFGRID3
* xyz 0 1
H -2.02058 0.66377 -1.04848
O -0.00384 -1.14208 0.78340
H -0.38943 2.12986 0.55256
H -1.22981 -1.92926 -0.66803
C 0.47581 0.15170 1.00946
C -0.86976 -1.01532 -0.22603
C -0.45951 1.04889 0.49742
C 2.97656 0.17898 0.05120
C 1.68543 0.05837 0.18023
C -1.28413 0.29209 -0.35415
H 1.11925 -0.43700 -0.77758
*
```

The frontier orbital gap (spin up / spin down) is 8.08 / 8.08 eV. For the HOMO energy (spin up / spin down), the calculation gives -9.04 / -9.04 eV.

***

Record 4
The molecule C4H10N4 in a non-equilibrium geometry, computed with the ωB97M-V functional and the def2-TZVPD basis.

Geometry as ORCA input:
```
! RIJCOSX wB97M-V def2-TZVPD def2/J DEFGRID3
* xyz 0 1
N 2.06037 0.74428 -0.89358
C 1.41856 -0.05683 -0.14369
C -0.86741 1.62903 -0.68601
H 2.99351 -0.19154 1.08436
H -0.86108 1.64334 -1.77326
C 0.03348 -0.72108 -0.41481
H -0.85281 -2.33744 0.55040
H -2.22321 -0.98091 0.92024
H -2.71600 0.62852 0.71902
H -1.73623 2.20841 -0.37165
H 0.00765 2.15935 -0.31539
H 1.55429 0.99456 -1.74275
N -2.16152 -0.13210 0.36364
N -0.09579 -2.06617 -0.06601
H 0.77639 -2.52297 0.15343
H 1.51734 -0.65489 1.80963
N 2.06359 -0.56877 0.96712
C -0.91113 0.22522 -0.16068
*
```

The frontier orbital gap is 8.06 eV. Its SMILES is [H]/N=C(N)\C(N)=C(/C)N. For the HOMO energy, the calculation gives -7.28 eV.

***

Record 5
A cluster of 2 separate species, C3H13N3OP in total in a non-equilibrium geometry, computed with the ωB97M-V functional and the def2-TZVPD basis.

Geometry as ORCA input:
```
! RIJCOSX wB97M-V def2-TZVPD def2/J DEFGRID3
* xyz 1 1
H -1.82297 1.80734 -1.46268
H -3.10241 1.08344 -0.58531
N -0.05876 -0.48154 -0.54823
H 1.85034 -0.19750 1.60582
H 1.89116 -1.71178 -0.71433
H -2.97034 -1.09458 -2.29013
H -1.71298 1.44463 0.29730
C -1.50472 -0.18284 -0.98243
N 0.88162 1.45240 0.80157
H 0.34514 0.11305 0.17699
H 2.81627 1.46431 1.96845
H 0.67867 2.18344 1.46583
P 0.45259 -2.15533 -0.32349
O 0.73340 -2.27872 1.30039
H 2.92229 0.72514 0.38974
N -2.07429 -1.13293 -1.66970
C -2.10811 1.10516 -0.66687
H -1.43002 -1.97096 -1.67872
H 1.00011 2.04205 -0.03171
C 2.13562 0.82082 1.24839
H 1.07739 -3.03562 1.69913
*
```

The frontier orbital gap is 9.42 eV. For the HOMO energy, the calculation gives -13.08 eV.

***

Record 6
A structure of composition C5H7NO, computed with the ωB97M-V functional and the def2-TZVPD basis.

Geometry as ORCA input:
```
! RIJCOSX wB97M-V def2-TZVPD def2/J DEFGRID3
* xyz 0 1
N 0.30569 -0.59602 0.67806
C -0.86851 0.35694 -0.75587
C 0.17021 1.45980 0.86776
H -1.77557 -1.26054 0.59823
H 2.35359 -1.41902 -2.35144
O -1.12805 1.44293 0.12349
H 0.47250 2.47861 1.09284
C -0.94723 -1.01620 -0.06586
C 0.23614 0.30664 1.71542
H 0.47709 0.09878 2.75281
H -0.71686 -1.84216 -0.74264
H 2.07769 -0.93490 -1.85429
C 0.60025 0.40082 -0.29660
H -1.25693 0.52432 -1.76192
*
```

The frontier orbital gap (spin up / spin down) is 7.65 / 7.80 eV. For the HOMO energy (spin up / spin down), the calculation gives -7.95 / -8.07 eV.

***

Record 7
A cluster of 2 separate species, C10H15NO5PS in total in a non-equilibrium geometry, computed with the ωB97M-V functional and the def2-TZVPD basis.

Geometry as ORCA input:
```
! RIJCOSX wB97M-V def2-TZVPD def2/J DEFGRID3
* xyz -1 1
C 0.63973 1.61495 -0.41692
H -1.65561 -1.00595 -0.15316
O -2.27254 1.24976 1.13709
H -2.49334 0.60471 -2.81169
H -0.44506 1.22511 -5.00509
H 1.70588 1.78585 -0.24972
H 1.76077 1.02392 1.83883
H 1.07987 2.52325 2.40099
H 0.62934 -2.95888 4.08543
C 0.88660 -1.88198 -0.48852
C 0.81696 1.52136 2.05527
H -0.83791 0.04008 -2.83862
C -1.45215 0.94770 -3.07871
H -1.68713 -1.15459 1.56698
H 0.28779 2.44827 -0.99870
C 2.15706 -2.52712 1.20607
P 0.68249 -1.64438 3.58114
C 0.21657 -1.43408 0.78936
C 0.98413 -1.83122 1.81016
C -1.44914 1.02042 -4.62549
H -1.78389 0.06417 -5.06669
O 0.44294 -1.73406 -1.58642
H 0.43513 0.72335 -0.99802
H 0.30520 1.07004 2.89687
O 3.06497 -3.04277 1.79267
S 2.05084 -0.65119 4.54691
O 2.05095 -2.53779 -0.15844
C -1.17476 0.80573 0.94694
O -1.04570 2.10396 -2.53008
C -1.11118 -0.73914 0.74400
N -0.05283 1.66543 0.89435
H -0.61175 -1.09715 3.69446
H -2.12424 1.80224 -4.98124
*
```

The frontier orbital gap is 3.54 eV. For the HOMO energy, the calculation gives -2.70 eV.

***

Record 8
A cluster of 2 separate species, C10H18OS in total in a non-equilibrium geometry, computed with the ωB97M-V functional and the def2-TZVPD basis.

Geometry as ORCA input:
```
! RIJCOSX wB97M-V def2-TZVPD def2/J DEFGRID3
* xyz 0 1
H 3.98863 0.40503 0.34586
H 2.96400 1.47942 2.46023
C 1.54871 2.84033 0.01924
H -3.09458 -0.62950 -2.68539
H 3.90836 1.44572 -1.08431
H 2.88958 0.02097 -0.79571
H 0.99008 3.29559 0.80101
H -0.25988 -2.21118 -0.56261
H -1.45376 -2.42055 0.61890
C -3.19202 -0.72698 -0.02918
O -1.78308 2.41454 -0.28595
H 1.22454 1.65225 2.37530
H -3.45747 -1.54173 0.53259
C -2.63722 -1.48139 -2.35908
C -0.97142 -0.07234 -1.08670
C 3.27400 0.83420 -0.27245
H 2.10073 3.73403 -0.29859
H -1.69498 -3.19335 -0.89310
H 1.82754 0.13763 1.88515
S -1.19643 1.77710 -1.49266
H -4.04418 -0.46652 -0.64858
H -3.23905 -2.32527 -2.11025
C 2.03053 1.21938 1.89814
C 0.18365 0.43467 -0.87994
H 0.80285 2.73663 -0.82966
H -2.74056 0.18582 0.49525
C -2.02759 -1.12624 -0.99237
C 2.25665 1.65361 0.43315
H -1.84831 -1.78259 -3.08189
C -1.24246 -2.37909 -0.42171
*
```

The frontier orbital gap (spin up / spin down) is 5.20 / 6.94 eV. For the HOMO energy (spin up / spin down), the calculation gives -6.87 / -7.53 eV.